1.
Formula: C40H61AsN3O4PRbS2Te
Source: OMol25
Level of theory: the ωB97M-V functional and the def2-TZVPD basis

XYZ file:
```
114
C40H61AsN3O4PRbS2Te | OMol25 | the ωB97M-V functional and the def2-TZVPD basis
Rb 0.15322 -1.03057 0.82665
C -1.19076 -4.79009 0.64044
O -0.22841 -3.98795 1.29690
C 1.05138 -4.58450 1.27628
C 2.02131 -3.70843 2.05146
O 2.29047 -2.53950 1.31190
C 3.30864 -1.73175 1.88319
C 2.82551 -0.70266 2.89784
O 2.03008 0.26438 2.24208
C 1.70992 1.34862 3.08258
H -0.96215 -4.88071 -0.42665
H -1.22887 -5.79462 1.07677
H -2.15738 -4.30954 0.76786
H 1.01970 -5.57712 1.74444
H 1.39814 -4.69657 0.24070
H 1.56087 -3.46356 3.01597
H 2.94589 -4.27150 2.22471
H 4.06954 -2.35890 2.36069
H 3.76606 -1.17891 1.05965
H 2.25495 -1.16658 3.71786
H 3.71742 -0.22399 3.32046
H 2.60782 1.76464 3.54925
H 1.24609 2.11610 2.46669
H 1.00889 1.05099 3.87558
O -1.62005 0.58621 1.71728
S -1.22297 1.96124 1.32639
C -2.63375 2.74551 0.51502
C -3.88414 2.14878 0.54568
C -4.97343 2.77174 -0.03824
C -4.82749 4.01916 -0.63920
C -3.58966 4.64555 -0.62117
C -2.47973 4.00378 -0.07339
C -1.51449 2.96256 2.80109
C -2.38428 2.50012 3.77338
C -2.63321 3.28150 4.88963
C -2.02324 4.52307 5.01610
C -1.15759 4.98033 4.03203
C -0.89228 4.19613 2.92023
H -3.99508 1.19816 1.05184
H -5.95136 2.31180 0.00590
H -5.68003 4.51671 -1.08061
H -3.48113 5.64515 -1.02652
H -1.54400 4.53851 0.03998
H -2.84788 1.53082 3.64604
H -3.30292 2.92274 5.65975
H -2.21993 5.13911 5.88301
H -0.68152 5.94616 4.13403
H -0.20122 4.53888 2.15748
C 0.59655 -4.18012 -2.74657
P 0.96271 -2.50226 -2.04315
C 2.79583 -2.60697 -2.14190
C 0.63940 -1.51241 -3.56067
C 1.48343 -0.47396 -3.95523
C 1.21277 0.26247 -5.10121
C 0.07870 -0.00611 -5.85669
C -0.79420 -1.00653 -5.44692
C -0.51616 -1.74922 -4.30865
H -0.47061 -4.40089 -2.71730
H 1.11775 -4.92923 -2.14946
H 0.95181 -4.24233 -3.77516
H 3.11244 -2.84988 -3.15736
H 3.12941 -3.38762 -1.45659
H 3.23622 -1.66088 -1.82185
H 2.35965 -0.23304 -3.36334
H 1.89955 1.03950 -5.41630
H -0.12160 0.54531 -6.76705
H -1.68269 -1.22185 -6.02872
H -1.19815 -2.53490 -4.00543
N -1.93813 2.57299 -3.46693
C -0.44349 2.61258 -3.43070
C 0.10976 2.29290 -2.03451
N -0.33105 1.02511 -1.50263
H -2.30950 2.95517 -4.33373
H -2.33643 3.07951 -2.66375
H -2.25090 1.60354 -3.37999
H -0.11608 3.60384 -3.74275
H -0.09256 1.86875 -4.14404
H -0.12998 3.08371 -1.32089
H 1.20376 2.26457 -2.10626
H 0.01517 0.24440 -2.05053
H -1.34093 0.93826 -1.43009
S -4.43350 -2.61562 -0.18588
C -4.39786 -2.51889 -1.89865
C -3.52593 -1.55199 -2.28595
N -2.88803 -0.89195 -1.27024
C -3.26423 -1.35512 -0.11655
H -5.00580 -3.16664 -2.50732
H -3.30696 -1.28945 -3.31070
H -2.88627 -0.99464 0.82765
C -2.33925 -3.59384 3.66549
As -1.08113 -2.08235 3.71806
C -2.24752 -0.91298 4.78066
C -0.07356 -2.72815 5.28580
H -2.89479 -3.65092 4.60174
H -1.79114 -4.52388 3.52435
H -3.04964 -3.47910 2.84599
H -2.56564 -1.43086 5.68572
H -3.13351 -0.64419 4.20389
H -1.72452 0.00047 5.06341
H -0.77250 -3.03227 6.06520
H 0.56145 -1.93340 5.67814
H 0.55378 -3.58394 5.03786
Te 3.32840 1.11557 -0.71420
C 4.95071 1.77946 -1.89180
C 5.95915 2.54453 -1.30632
C 7.05101 2.98077 -2.04106
C 7.16061 2.65954 -3.38750
C 6.16516 1.90114 -3.98566
C 5.07404 1.46838 -3.24483
H 5.88276 2.79718 -0.25583
H 7.82185 3.57076 -1.56025
H 8.01271 2.99197 -3.96642
H 6.24087 1.64224 -5.03536
H 4.30989 0.87270 -3.73209
```

The LUMO energy is -0.101 hartree. For the relative energy (zero: lowest compared OMol25 entry of this formula, charge and spin), the calculation gives 104.2 kJ/mol. The HOMO energy comes out at -0.2714 Ha. Its charge is +1.

---

2.
Formula: C2H5S
Source: OMol25
Level of theory: the ωB97M-V functional and the def2-TZVPD basis

XYZ file:
```
8
C2H5S | OMol25 | the ωB97M-V functional and the def2-TZVPD basis
S -2.51396 2.42190 0.86921
H -1.30120 1.96452 0.49888
C 0.05175 -0.90230 0.07484
C 1.20727 -0.58530 -0.49117
H -0.52335 -0.19208 0.65563
H -0.36554 -1.88682 -0.10556
H 1.68139 0.36827 -0.31109
H 1.76366 -1.18820 -1.19073
```

The LUMO energy is 0.143 hartree. For the relative energy (zero: lowest compared OMol25 entry of this formula, charge and spin), the calculation gives 69.4 kJ/mol. The HOMO energy comes out at -0.0882 Ha. Its charge is -1.

---

3.
Formula: C42H112N8O13
Source: OMol25
Level of theory: the ωB97M-V functional and the def2-TZVPD basis

XYZ file:
```
175
C42H112N8O13 | OMol25 | the ωB97M-V functional and the def2-TZVPD basis
C -1.98710 1.22533 -5.29025
O -1.51147 1.81190 -4.12474
C -1.23130 0.75441 -3.16673
C 0.19950 0.18057 -3.27455
C 0.74001 -0.11120 -4.71765
N 0.32271 -0.95119 -2.48325
H -1.64406 1.77453 -6.16707
H -3.07251 1.31999 -5.25810
H -1.71718 0.20809 -5.57388
H -1.27717 1.32287 -2.23783
H -1.94331 -0.06989 -3.12590
H 0.79503 1.01436 -2.90273
H 0.22743 -0.88089 -5.29467
H 1.72502 -0.57686 -4.68608
H 0.86247 0.78826 -5.32103
H -0.23617 -0.71670 -1.67530
H 1.29554 -1.19864 -2.37161
C 0.32715 4.12822 -4.71326
O 1.39129 4.99340 -5.01375
C 2.67303 4.42827 -4.74798
C 2.93795 3.93776 -3.22875
C 2.73502 5.05920 -2.17020
N 4.31739 3.48361 -3.06132
H 0.19392 3.85149 -3.66743
H 0.27643 3.25928 -5.36936
H -0.68659 4.50108 -4.85953
H 2.79900 3.52138 -5.33940
H 3.45872 5.06033 -5.16185
H 2.23642 3.13203 -3.01250
H 1.70113 5.38925 -2.06916
H 3.10758 6.02113 -2.52232
H 3.11228 4.88705 -1.16216
H 4.41162 2.89775 -2.24402
H 4.50536 2.76835 -3.74919
C 6.52449 0.38325 -4.74257
O 5.65195 0.70030 -3.64571
C 4.70458 -0.37119 -3.31274
C 4.62399 -0.60673 -1.76440
C 3.82928 0.44257 -0.92338
N 5.96134 -0.71535 -1.23442
H 7.15900 1.26432 -4.83860
H 6.03294 0.29980 -5.71185
H 7.20355 -0.46114 -4.62427
H 3.71072 -0.27215 -3.74925
H 5.04273 -1.29212 -3.78777
H 4.23759 -1.61440 -1.61142
H 2.79087 0.42795 -1.25443
H 4.15144 1.47384 -1.06760
H 3.78621 0.26890 0.15183
H 6.50102 0.00446 -1.69346
H 6.46538 -1.53920 -1.52992
C -1.83575 -0.59741 1.04459
O -0.91582 0.12370 0.21027
C 0.38632 0.48071 0.82812
C 0.36932 1.94971 1.30825
C -0.07173 2.91413 0.12742
N 1.72517 2.35361 1.67383
H -2.01196 -0.07064 1.98244
H -1.29412 -1.46491 1.42165
H -2.71473 -0.74294 0.41664
H 0.52367 -0.21293 1.65764
H 1.19016 0.27088 0.12249
H -0.34188 1.99580 2.13297
H -1.10727 2.83065 -0.20242
H 0.62615 2.78317 -0.69957
H 0.03354 3.94911 0.45275
H 2.05820 1.94799 2.53676
H 2.35305 1.88478 1.03659
C 1.26251 -2.39993 3.22446
O 2.18897 -2.31501 2.09783
C 1.93747 -3.41524 1.16869
C 3.05475 -3.31037 0.04156
C 2.81952 -4.42184 -0.99612
N 4.39522 -3.46996 0.58576
H 0.24353 -2.32629 2.84451
H 1.54490 -1.70322 4.01372
H 1.30002 -3.37665 3.70687
H 1.96995 -4.36809 1.69700
H 0.90894 -3.28695 0.83138
H 2.89362 -2.27650 -0.26379
H 1.85579 -4.16959 -1.43851
H 2.68089 -5.34516 -0.43366
H 3.60554 -4.41484 -1.75125
H 4.87377 -2.76756 0.04010
H 4.36306 -3.14861 1.54273
C -3.42153 5.49732 0.92221
O -3.97243 4.29609 1.52819
C -3.78855 4.14017 2.92471
C -4.63429 2.90810 3.32068
N -4.06924 1.55438 3.33045
C -4.89472 0.62307 4.04476
C -4.35387 -0.75987 3.91360
O -3.07198 -0.97874 4.56714
C -2.71604 -2.30870 4.91544
H -4.23106 6.22715 0.93259
H -3.29588 5.25263 -0.13251
H -2.46506 5.76691 1.37009
H -4.00582 5.08091 3.43060
H -2.71975 3.92938 2.88811
H -5.63745 2.94849 2.89626
H -4.91643 3.18006 4.33779
H -3.10895 1.67792 3.61803
H -5.83654 0.59174 3.49696
H -5.10968 0.90737 5.07484
H -4.29746 -1.11697 2.88530
H -5.07686 -1.40207 4.41656
H -3.45217 -2.93205 5.42302
H -1.88860 -2.25768 5.62314
H -2.33079 -2.85978 4.05752
C -2.24914 -3.58737 -1.10847
O -2.89431 -4.81351 -1.47576
C -3.93325 -5.20521 -0.66227
C -4.25786 -6.68058 -0.85647
N -3.32097 -7.54287 -0.14543
C -3.35427 -8.87283 -0.70961
C -2.39822 -9.94385 -0.07641
O -0.94153 -9.54218 -0.05856
C -0.13475 -9.49447 -1.19655
H -2.65647 -2.66581 -1.52430
H -1.21557 -3.58565 -1.45461
H -2.25953 -3.46458 -0.02546
H -4.72318 -4.46485 -0.53592
H -3.57222 -5.15554 0.36502
H -4.26933 -6.91875 -1.92007
H -5.24184 -6.96445 -0.48325
H -2.38382 -7.22126 -0.34141
H -3.27555 -8.82190 -1.79557
H -4.29315 -9.40412 -0.55364
H -2.49538 -10.86802 -0.64613
H -2.77251 -9.97352 0.94689
H -0.30046 -10.27521 -1.93890
H 0.94125 -9.51221 -1.02331
H -0.54856 -8.55773 -1.56989
C 3.53103 0.36205 4.82080
O 3.47429 1.72162 4.39393
C 4.26224 2.72998 5.13097
C 4.13610 4.22999 4.74020
N 4.51515 4.38718 3.32781
C 4.33127 5.83026 3.03189
C 4.18256 6.23752 1.54693
O 3.98458 7.60936 1.35671
C 4.14222 7.88817 -0.06199
H 3.81097 0.38520 5.87399
H 4.38919 -0.10066 4.33340
H 2.51027 0.03006 4.63123
H 5.30886 2.45166 5.00747
H 4.22482 2.62845 6.21558
H 4.82456 4.74882 5.40722
H 3.11997 4.44420 5.07142
H 3.81233 3.80474 2.89551
H 5.24143 6.31342 3.38721
H 3.41737 6.06474 3.57769
H 3.39047 5.67101 1.05730
H 5.04107 5.86445 0.98846
H 3.41004 7.43312 -0.72902
H 5.12677 7.53969 -0.37395
H 4.10345 8.95174 -0.29744
C -4.70857 0.80988 -1.64614
C -4.81309 1.58279 -0.31967
O -5.14910 0.63746 0.75777
H -4.36227 1.42934 -2.47345
H -5.58199 0.22836 -1.94122
H -3.93649 0.06277 -1.46222
H -5.57776 2.35761 -0.26452
H -3.86041 2.10825 -0.25336
H -4.56129 0.75239 1.50802
C -7.46349 -3.22454 1.24832
C -6.30281 -2.35467 1.63172
O -5.41466 -2.11950 0.57016
H -8.10837 -2.66637 0.56958
H -8.12025 -3.34469 2.10991
H -7.06923 -4.15111 0.83104
H -5.76718 -2.72749 2.50477
H -6.54192 -1.35601 1.99723
H -5.39934 -1.16779 0.44516
```

The LUMO energy is 0.018 hartree. As for the SMILES: COC[C@H](C)N.COC[C@H](C)N.COC[C@H](C)N.COC[C@H](C)N.COC[C@H](C)N.COCCNCCOC.COCCNCCOC.COCCNCCOC.CCO.CCO. For the relative energy (zero: lowest compared OMol25 entry of this formula, charge and spin), the calculation gives 499.8 kJ/mol. The HOMO energy comes out at -0.3280 Ha.

---

4.
Formula: C4H9N3
Source: OMol25
Level of theory: the ωB97M-V functional and the def2-TZVPD basis

XYZ file:
```
16
C4H9N3 | OMol25 | the ωB97M-V functional and the def2-TZVPD basis
C 1.07387 0.73739 -1.83579
N 0.26032 -0.16725 -1.04074
C 0.00555 0.12500 0.19740
C 0.56072 1.37918 0.85642
N -0.76665 -0.65624 1.06477
C -0.95717 -2.06283 0.70689
N -1.99330 -1.07264 0.52458
H 0.64275 1.74225 -1.88270
H 2.10125 0.78706 -1.46183
H 1.12066 0.36072 -2.86261
H 0.16826 2.26674 0.35287
H 0.26946 1.42516 1.91023
H 1.65266 1.37682 0.80225
H -0.43347 -2.40954 -0.17190
H -1.02773 -2.71907 1.56043
H -2.67718 -1.11277 1.27973
```

The LUMO energy is 0.042 hartree. As for the SMILES: C/N=C(\C)N1CN1. For the relative energy (zero: lowest compared OMol25 entry of this formula, charge and spin), the calculation gives 290.2 kJ/mol. The HOMO energy comes out at -0.3474 Ha.

---

5.
Formula: C23H58As5F36N5O11S2
Source: OMol25
Level of theory: the ωB97M-V functional and the def2-TZVPD basis

XYZ file:
```
140
C23H58As5F36N5O11S2 | OMol25 | the ωB97M-V functional and the def2-TZVPD basis
C -3.75204 -0.40609 4.42961
N -3.83527 -1.57741 3.45940
C -5.28967 -1.58097 3.00881
C -3.04196 -1.32045 2.24023
C -3.32694 -2.88674 4.13133
C -3.85582 -4.18961 3.60035
O -5.13001 -4.63307 4.26238
H -4.51787 -0.59684 5.16587
H -3.97365 0.59109 4.00006
H -2.80102 -0.28379 4.81408
H -5.44935 -2.30384 2.18834
H -5.50469 -0.62350 2.57795
H -5.86871 -1.83182 3.85671
H -3.10782 -2.18848 1.64010
H -1.96318 -1.25271 2.54372
H -3.41727 -0.45681 1.70551
H -3.56093 -2.80993 5.17689
H -2.23900 -2.81002 4.09393
H -3.26553 -5.03413 3.88818
H -4.03196 -4.07513 2.53134
H -5.82824 -4.12906 3.80697
C 0.02887 6.93881 1.87889
N -0.00343 5.38218 2.33264
C -1.32484 5.03849 2.86303
C 0.42718 4.54312 1.13576
C 0.98622 5.25304 3.49348
C 1.05529 3.90048 4.12130
O -0.00860 3.68699 5.01135
H -0.59009 7.07608 0.97584
H 1.08371 7.27764 1.72931
H -0.40223 7.49656 2.72323
H -2.10170 5.32491 2.13150
H -1.58629 5.52281 3.80382
H -1.38913 3.96275 3.07647
H -0.24843 4.86350 0.34744
H 0.28703 3.51821 1.39626
H 1.45623 4.88702 0.88858
H 0.57891 5.99720 4.16337
H 1.99446 5.49278 3.12994
H 2.02657 3.83103 4.61038
H 0.99527 3.11792 3.34976
H 0.09584 2.87755 5.47704
C -1.66941 1.13221 -0.54575
N -0.55061 0.37910 -1.19837
C -1.14323 -0.80739 -1.91276
C 0.05998 1.27982 -2.29176
C 0.50758 -0.19994 -0.20265
C 1.09481 0.84080 0.74950
O 0.20010 1.29000 1.74203
H -1.43812 2.08612 -0.06787
H -2.08941 0.44416 0.21040
H -2.38673 1.31003 -1.32924
H -1.65784 -1.48247 -1.28324
H -0.40493 -1.39441 -2.47445
H -1.81290 -0.43686 -2.64896
H -0.81451 1.45400 -2.93540
H 0.82725 0.66191 -2.74933
H 0.49366 2.18779 -1.90254
H 1.26201 -0.62533 -0.84552
H 0.05309 -0.99970 0.44351
H 1.41991 1.71148 0.21063
H 1.96928 0.30930 1.15967
H 0.04554 0.52250 2.33489
C 4.27508 0.23973 -1.19033
C 4.36327 -0.99811 -2.12158
O 3.84652 -2.02354 -1.87366
N 4.99848 -0.87312 -3.48905
H 6.05734 -0.96797 -3.48282
H 4.62128 -1.76000 -3.97050
C 4.71163 0.46476 -4.13001
H 4.18938 -0.26158 -0.23218
H 3.31645 0.63063 -1.42332
H 5.02443 1.02107 -1.28030
H 5.23921 0.43453 -5.11022
H 5.10825 1.29077 -3.55709
H 3.64029 0.66632 -4.36637
C 1.73072 -5.82025 -2.26446
C 0.51235 -6.39771 -2.91847
O 0.23825 -7.56078 -3.10105
N -0.32492 -5.47657 -3.81312
H 0.36556 -4.79804 -4.27897
H -0.83039 -6.06515 -4.45930
C -1.27479 -4.43520 -3.15495
H 2.66282 -6.21508 -2.75294
H 1.85742 -6.13157 -1.23568
H 1.77927 -4.74696 -2.36607
H -0.58697 -3.91773 -2.48831
H -2.06192 -4.96748 -2.61798
H -1.64445 -3.81081 -3.96069
C 1.02312 -1.34031 -5.73585
F -0.37677 -1.55668 -5.70305
F 1.41458 -1.35318 -6.97472
F 1.30866 -0.18086 -5.22740
S 1.72219 -2.82924 -4.74103
O 1.10654 -3.97534 -5.46925
O 3.14038 -2.79584 -4.78270
O 1.09882 -2.57273 -3.41268
C 1.80638 -0.86224 5.48576
F 2.21067 -1.92187 4.84715
F 2.07473 -0.95216 6.80952
F 2.52255 0.21842 4.99574
S -0.07524 -0.42289 5.21592
O -0.88801 -1.40380 5.89160
O -0.11217 0.90395 5.77038
O -0.23740 -0.47138 3.78782
As -0.34780 -4.69802 0.74811
F -0.62166 -5.83944 2.03307
F -0.55969 -5.88034 -0.54759
F 0.08216 -3.56424 -0.58480
F -0.09775 -3.40239 1.92233
F 1.30998 -5.21520 0.90011
F -1.98311 -4.22935 0.72267
As 8.04924 -0.81022 -0.55102
F 6.97892 -2.07075 0.00132
F 9.07914 -0.94831 0.84353
F 9.05897 0.42866 -1.29613
F 7.03339 -0.67802 -2.00160
F 7.16024 0.53488 0.15174
F 8.99243 -2.05500 -1.27998
As 2.36930 3.65684 -3.95311
F 1.26508 4.44060 -2.81417
F 1.01584 2.90272 -4.80950
F 3.44382 3.05227 -5.18888
F 3.78343 4.32769 -3.12414
F 2.46300 2.16638 -3.18693
F 2.11729 5.14351 -4.88421
As -5.88921 -0.52519 -1.07125
F -6.50158 -1.51632 -2.41161
F -7.30981 -0.75875 -0.09858
F -5.12515 0.45933 0.22977
F -4.40435 -0.28771 -2.05389
F -6.57321 0.97419 -1.78656
F -5.09574 -1.87869 -0.31693
As -3.31225 5.57193 -1.01165
F -2.19552 4.30523 -0.63721
F -2.26403 6.50978 0.12634
F -4.30265 6.99446 -1.33145
F -4.13976 4.48491 -2.11927
F -4.39682 5.11897 0.29648
F -2.20112 6.02875 -2.25679
```

The LUMO energy is 0.113 hartree. The HOMO energy comes out at -0.2618 Ha. Its charge is -2.

---

Number 1: orbital gap 4.6368 eV, DFT total energy -5691.325673 a.u., M 1031.04 g mol⁻¹. Number 2: orbital gap 6.2917 eV, DFT total energy -477.380943 a.u., M 61.13 g mol⁻¹. Number 3: orbital gap 9.4114 eV, DFT total energy -3083.133807 a.u., M 937.40 g mol⁻¹. Number 4: orbital gap 10.5819 eV, DFT total energy -321.979817 a.u., M 99.14 g mol⁻¹. Number 5: orbital gap 10.2092 eV, DFT total energy -17583.773216 a.u., M 1703.41 g mol⁻¹.